No. 1
DFT (ωB97M-V/def2-TZVPD) results for 11 unconnected molecules or ions with the total composition C14H50N6O11 in a non-equilibrium geometry.

- Max |F|: 0.2057 Eh/bohr
- Relative energy (zero: lowest compared OMol25 entry of this formula, charge and spin): 6.6639 eV
- LUMO level: -0.04 eV
- Total charge: 0

Cartesian coordinates (Å):
N -1.638 -1.896 -1.947
C -1.613 -2.687 -0.863
N -2.153 -2.151 0.189
O -0.916 -3.839 -0.907
H -1.138 -2.252 -2.799
H -2.074 -0.992 -1.831
H -1.939 -2.717 1.115
H -2.859 -1.430 0.071
N -0.460 -0.086 0.548
C 0.667 0.124 -0.044
N 0.703 -0.505 -1.191
O 1.654 1.055 0.387
H -0.621 0.444 1.428
H -1.076 -0.847 0.242
H 1.557 -0.646 -1.727
H -0.115 -1.094 -1.376
N 0.681 -0.075 3.991
C 0.383 1.106 3.595
N -0.765 1.147 3.076
O 1.147 2.244 3.786
H 1.568 -0.070 4.452
H 0.074 -0.953 4.010
H -1.154 2.087 3.060
H -1.387 0.320 3.381
C -0.135 3.884 -0.697
C -0.481 3.898 0.710
O 0.719 3.694 1.460
H -1.045 3.931 -1.269
H 0.545 3.051 -1.040
H 0.511 4.706 -1.045
H -1.003 2.915 0.905
H -1.093 4.812 0.947
H 1.005 2.824 1.236
C -3.692 0.314 2.021
C -4.774 0.542 0.975
O -4.565 -0.500 0.044
H -2.797 0.750 1.564
H -3.598 -0.662 2.428
H -3.748 1.048 2.811
H -4.740 1.546 0.534
H -5.777 0.557 1.409
H -5.270 -0.453 -0.604
C -3.964 -0.175 -3.379
C -3.340 1.069 -2.768
O -2.471 0.672 -1.725
H -4.337 -0.843 -2.611
H -3.188 -0.736 -3.910
H -4.855 0.061 -4.042
H -4.152 1.680 -2.425
H -2.804 1.652 -3.551
H -1.889 1.458 -1.598
C 5.123 0.332 -0.460
O 6.032 0.488 0.666
H 4.163 0.773 -0.293
H 4.890 -0.733 -0.516
H 5.653 0.694 -1.303
H 5.541 0.193 1.442
C -0.136 0.679 -4.182
O 0.501 1.402 -3.110
H 0.723 0.522 -4.825
H -0.808 1.168 -4.795
H -0.428 -0.302 -3.854
H 0.480 0.736 -2.378
C 3.130 -2.582 -1.985
O 2.857 -1.283 -2.486
H 2.168 -3.081 -1.853
H 3.872 -2.536 -1.183
H 3.710 -2.970 -2.842
H 3.616 -0.916 -2.930
C 3.611 -0.459 2.727
O 4.931 -0.679 3.091
H 3.312 -0.721 1.667
H 3.371 0.551 2.865
H 2.976 -1.009 3.304
H 5.091 -0.398 3.951
C 1.390 -2.680 1.830
O 0.736 -3.686 2.618
H 1.152 -1.737 2.175
H 0.946 -2.722 0.863
H 2.417 -2.873 1.653
H 1.392 -4.151 3.113


No. 2
DFT (ωB97M-V/def2-TZVPD) results for a molecular structure, C6H13N2 in a non-equilibrium geometry.

- Max |F|: 0.0925 Eh/bohr
- Relative energy (zero: lowest compared OMol25 entry of this formula, charge and spin): 3.6890 eV
- LUMO level: -2.83 eV
- Total charge: +1

Cartesian coordinates (Å):
C 1.133 1.199 -0.418
C 0.367 0.347 0.474
C -0.584 -0.789 0.708
C 1.593 0.754 -1.773
C 0.049 -2.217 0.824
C -2.063 -0.642 0.380
N 0.015 0.068 1.643
N -0.153 1.843 -0.464
H 1.904 1.759 0.088
H 0.971 0.236 -2.372
H 2.532 0.258 -1.752
H 1.995 1.624 -2.282
H 0.044 -2.785 -0.042
H -0.375 -2.787 1.662
H 1.119 -2.028 1.298
H -2.358 0.181 0.919
H -2.607 -1.422 0.768
H -2.307 -0.436 -0.668
H -0.280 0.487 2.523
H -0.373 2.720 -0.117
H -0.620 1.633 -1.398


No. 3
DFT (ωB97M-V/def2-TZVPD) results for 7 unconnected molecules or ions with the total composition C31H58I2N6O4P2 in a non-equilibrium geometry.

- Max |F|: 0.0542 Eh/bohr
- Relative energy (zero: lowest compared OMol25 entry of this formula, charge and spin): 0.0000 eV
- LUMO level: 0.29 eV
- Total charge: 0

Cartesian coordinates (Å):
C 2.211 -6.321 0.748
C 2.438 -4.843 1.156
C 1.158 -4.141 1.674
C 0.909 -2.773 1.032
O -0.403 -2.289 1.285
C -1.386 -2.879 0.462
C -2.751 -2.509 1.045
O -3.752 -3.279 0.390
C -4.662 -3.959 1.224
P -3.839 -5.367 2.141
O -3.459 -4.659 3.580
I -5.887 -6.605 2.725
P 2.077 -1.335 1.471
O 1.026 -0.416 2.351
I 3.597 -2.124 3.245
H 1.158 -6.522 0.518
H 2.495 -6.986 1.573
H 2.826 -6.585 -0.118
H 2.842 -4.277 0.307
H 3.194 -4.831 1.948
H 0.300 -4.782 1.422
H 1.144 -4.033 2.766
H 1.056 -2.878 -0.060
H -1.322 -3.975 0.415
H -1.330 -2.496 -0.570
H -2.960 -1.443 0.868
H -2.734 -2.656 2.132
H -5.167 -3.271 1.926
H -5.409 -4.418 0.566
H -4.052 -3.920 3.778
H 1.491 -0.006 3.091
C 2.461 4.074 0.626
C 2.709 3.705 2.083
C 4.096 3.090 2.309
C 4.265 1.855 1.536
N 4.399 0.901 0.907
H 2.489 3.190 -0.014
H 1.480 4.535 0.510
H 3.210 4.780 0.263
H 1.945 3.004 2.422
H 2.624 4.595 2.710
H 4.253 2.853 3.364
H 4.873 3.792 2.002
C -0.565 -2.726 -6.123
C -0.946 -1.696 -5.068
C -0.520 -2.099 -3.652
C -1.155 -3.351 -3.229
N -1.663 -4.330 -2.906
H -1.059 -3.682 -5.941
H -0.860 -2.378 -7.112
H 0.513 -2.897 -6.132
H -2.027 -1.540 -5.087
H -0.481 -0.740 -5.311
H -0.793 -1.324 -2.932
H 0.563 -2.229 -3.602
C -4.641 3.053 -6.905
C -4.954 1.676 -6.335
C -3.712 0.971 -5.780
C -2.704 0.750 -6.822
N -1.928 0.578 -7.652
H -3.956 2.986 -7.751
H -5.552 3.540 -7.256
H -4.191 3.693 -6.146
H -5.413 1.047 -7.101
H -5.680 1.771 -5.525
H -3.975 0.001 -5.356
H -3.258 1.571 -4.988
C 4.181 2.150 6.797
C 3.208 3.150 6.193
C 1.792 2.580 6.052
C 1.784 1.413 5.162
N 1.776 0.516 4.440
H 4.281 1.263 6.169
H 5.171 2.583 6.902
H 3.841 1.829 7.785
H 3.562 3.467 5.209
H 3.162 4.046 6.815
H 1.109 3.322 5.635
H 1.401 2.276 7.025
C -8.472 4.771 -4.901
C -8.011 3.787 -3.833
C -6.982 4.392 -2.869
C -5.774 4.827 -3.577
N -4.846 5.170 -4.161
H -7.641 5.087 -5.533
H -9.223 4.314 -5.544
H -8.912 5.662 -4.450
H -7.580 2.903 -4.308
H -8.867 3.448 -3.248
H -6.689 3.665 -2.111
H -7.404 5.258 -2.355
C 8.098 -1.227 3.884
C 7.567 -0.141 2.958
C 8.093 1.257 3.301
C 7.655 1.626 4.649
N 7.190 1.889 5.664
H 7.804 -1.046 4.920
H 7.701 -2.200 3.594
H 9.188 -1.283 3.846
H 6.477 -0.118 3.012
H 7.831 -0.376 1.926
H 7.692 1.993 2.603
H 9.183 1.305 3.250


No. 4
DFT (ωB97M-V/def2-TZVPD) results for 2 unconnected molecules or ions with the total composition C9H13ClN3 in a non-equilibrium geometry.

- Max |F|: 0.0593 Eh/bohr
- Relative energy (zero: lowest compared OMol25 entry of this formula, charge and spin): 1.5194 eV
- LUMO level: -4.03 eV
- Total charge: +1

Cartesian coordinates (Å):
C -4.078 -0.063 -0.692
C -3.186 0.721 1.292
C -2.832 -0.172 -1.232
C -1.898 0.687 0.707
C 2.636 -0.176 1.387
C 2.931 0.883 0.321
C 1.562 -1.016 0.698
C 2.322 0.532 -0.977
C 0.281 -0.839 -1.331
N -4.262 0.325 0.596
N -1.786 0.157 -0.485
N 1.275 -0.392 -0.613
Cl -0.380 -2.332 -1.049
H -5.069 -0.145 -1.237
H -3.432 1.129 2.310
H -2.649 -0.725 -2.152
H -1.002 0.752 1.293
H 3.531 -0.686 1.681
H 2.383 0.396 2.398
H 2.459 1.781 0.689
H 3.994 1.026 0.209
H 1.686 -2.000 0.420
H 0.657 -0.856 1.252
H 1.858 1.415 -1.572
H 3.009 0.002 -1.624
H -0.013 -0.402 -2.290


No. 5
DFT (ωB97M-V/def2-TZVPD) results for 3 unconnected molecules or ions with the total composition C4H16NO2 in a non-equilibrium geometry.

- Max |F|: 0.1173 Eh/bohr
- Relative energy (zero: lowest compared OMol25 entry of this formula, charge and spin): 2.5644 eV
- LUMO level: -2.66 eV
- Total charge: +1

Cartesian coordinates (Å):
C -1.799 0.817 -1.074
C -0.543 0.845 -0.204
N -0.254 -0.653 0.138
C 0.699 -1.201 -0.933
C 0.855 -2.737 -0.875
H -2.507 1.642 -1.047
H -2.443 -0.050 -1.023
H -1.643 0.955 -2.301
H 0.174 1.193 -0.838
H -0.721 1.622 0.567
H -1.126 -1.175 0.112
H 0.094 -0.746 1.113
H 1.611 -0.666 -0.748
H 0.310 -0.884 -1.837
H 0.024 -3.540 -0.984
H 1.571 -2.841 -1.632
H 1.399 -2.896 0.032
H 1.489 -0.434 3.381
H 0.103 -0.060 3.897
O 0.565 -0.572 3.348
H 0.574 4.202 0.951
H 0.986 3.818 -0.410
O 0.582 3.361 0.367


No. 6
DFT (ωB97M-V/def2-TZVPD) results for a gas-phase ion, C11H17BrN (charge +1) in a non-equilibrium geometry.

- Max |F|: 0.0783 Eh/bohr
- Relative energy (zero: lowest compared OMol25 entry of this formula, charge and spin): 0.5272 eV
- LUMO level: -3.66 eV
- Total charge: +1

Cartesian coordinates (Å):
C -0.143 1.890 -0.354
C 0.432 0.958 0.696
C -0.579 0.795 1.960
C 0.748 -0.494 0.138
C -0.495 -1.252 -0.227
C -0.911 -2.316 0.560
C -2.098 -3.018 0.340
C -2.866 -2.666 -0.714
C -2.399 -1.712 -1.622
C -1.306 -0.924 -1.326
C 1.697 -0.194 -1.175
N 3.006 0.703 -0.972
Br 2.340 -1.937 -1.813
H -1.196 1.956 -0.280
H 0.092 2.876 -0.058
H 0.157 1.575 -1.371
H 1.329 1.347 1.136
H -0.249 -0.007 2.660
H -0.670 1.798 2.470
H -1.613 0.441 1.477
H 1.542 -0.976 0.742
H -0.078 -2.573 1.236
H -2.448 -3.645 1.111
H -3.765 -3.169 -0.908
H -3.007 -1.539 -2.515
H -0.760 -0.304 -2.093
H 1.081 0.214 -2.044
H 3.744 0.067 -0.635
H 2.877 1.495 -0.249
H 3.112 1.117 -1.962


No. 7
DFT (ωB97M-V/def2-TZVPD) results for a molecular structure, C34H30N5O2PS3Y.

- Max |F|: 0.0125 Eh/bohr
- LUMO level: -3.77 eV
- Total charge: +1

Cartesian coordinates (Å):
Y 1.654 0.240 1.700
S 3.085 -0.689 3.645
C 3.986 0.815 3.518
S 3.523 1.949 2.256
C 5.029 1.081 4.340
C 5.412 0.159 5.375
N 5.712 -0.575 6.209
C 5.795 2.290 4.193
N 6.416 3.251 4.065
O 0.209 2.927 0.967
N 0.608 1.892 0.124
C -0.188 1.720 -0.846
C -0.049 0.641 -1.840
C -1.120 0.521 -2.727
C -1.152 -0.476 -3.686
C -0.107 -1.382 -3.761
C 0.979 -1.258 -2.905
C 1.043 -0.250 -1.951
P 2.611 -0.006 -1.000
C 2.957 -1.635 -0.251
C 1.911 -2.429 0.239
C 2.181 -3.499 1.089
C 3.487 -3.782 1.453
C 4.530 -3.003 0.965
C 4.271 -1.926 0.133
C 3.845 0.213 -2.312
C 4.443 -0.850 -2.984
C 5.333 -0.594 -4.016
C 5.630 0.716 -4.375
C 5.048 1.777 -3.697
C 4.161 1.527 -2.659
H 1.034 3.322 1.283
H -1.036 2.397 -0.955
H -1.946 1.224 -2.651
H -1.994 -0.551 -4.363
H -0.129 -2.179 -4.494
H 1.800 -1.958 -2.992
H 0.898 -2.246 -0.094
H 1.368 -4.112 1.461
H 3.694 -4.605 2.125
H 5.551 -3.225 1.252
H 5.085 -1.302 -0.216
H 4.236 -1.874 -2.693
H 5.802 -1.418 -4.539
H 6.330 0.908 -5.179
H 5.298 2.796 -3.964
H 3.718 2.349 -2.109
C -4.759 2.828 1.704
C -4.099 2.017 2.821
C -2.724 1.476 2.447
N -2.844 0.539 1.317
C -2.167 -0.573 1.136
S -0.852 -1.064 2.121
N -2.527 -1.428 0.130
C -3.637 -1.465 -0.762
O -3.480 -2.016 -1.817
C -4.940 -0.889 -0.329
C -5.481 -1.188 0.922
C -6.744 -0.726 1.253
C -7.463 0.043 0.345
C -6.929 0.334 -0.904
C -5.677 -0.148 -1.250
H -5.703 3.251 2.048
H -4.995 2.220 0.822
H -4.115 3.654 1.389
H -4.746 1.186 3.116
H -3.968 2.649 3.699
H -2.271 0.948 3.278
H -2.067 2.295 2.162
H -3.629 0.707 0.706
H -1.835 -2.128 -0.085
H -4.922 -1.798 1.627
H -7.172 -0.975 2.217
H -8.450 0.405 0.608
H -7.495 0.920 -1.618
H -5.262 0.039 -2.235


No. 8
DFT (ωB97M-V/def2-TZVPD) results for a molecular structure, C27H54N3O3Rb in a non-equilibrium geometry.

- Max |F|: 0.0620 Eh/bohr
- Relative energy (zero: lowest compared OMol25 entry of this formula, charge and spin): 2.2883 eV
- LUMO level: 4.09 eV
- Total charge: -2

Cartesian coordinates (Å):
Rb -1.212 -0.527 -1.245
C -1.179 -5.711 -2.180
C -1.097 -4.287 -1.347
C -0.621 -4.575 0.117
C 0.910 -4.848 0.077
C 1.760 -3.819 -0.528
C 1.309 -3.467 -2.011
N -0.204 -3.286 -2.072
O -0.695 -2.913 -3.405
C 1.903 -4.716 -2.843
C 2.081 -2.161 -2.359
C -2.541 -3.665 -1.163
H -0.238 -6.236 -2.017
H -1.366 -5.803 -3.250
H -2.005 -6.351 -1.867
H -0.977 -5.439 0.680
H -0.805 -3.726 0.775
H 1.110 -5.781 -0.450
H 1.184 -5.076 1.107
H 2.772 -4.199 -0.665
H 1.932 -2.902 0.036
H 1.694 -5.711 -2.451
H 2.951 -4.599 -3.118
H 1.337 -4.716 -3.775
H 2.030 -1.321 -1.667
H 1.806 -1.591 -3.246
H 3.142 -2.316 -2.553
H -3.309 -4.231 -0.636
H -3.017 -3.483 -2.126
H -2.502 -2.695 -0.668
C -1.170 4.792 -2.644
C 0.267 4.398 -2.735
C 1.074 5.655 -2.260
C 2.555 5.462 -2.321
C 2.843 4.271 -1.419
C 2.031 2.944 -1.729
N 0.591 3.199 -1.856
O -0.114 2.000 -2.195
C 2.242 2.028 -0.460
C 2.799 2.371 -2.946
C 0.514 4.345 -4.212
H -1.856 3.955 -2.779
H -1.480 5.467 -3.442
H -1.384 5.296 -1.701
H 0.759 5.838 -1.232
H 0.965 6.562 -2.855
H 2.980 6.362 -1.876
H 2.951 5.321 -3.327
H 2.781 4.592 -0.380
H 3.911 4.084 -1.526
H 1.440 2.096 0.275
H 3.191 2.136 0.065
H 2.193 0.963 -0.687
H 2.402 1.503 -3.472
H 3.747 2.055 -2.511
H 3.090 3.011 -3.779
H 0.253 3.379 -4.645
H 1.559 4.389 -4.520
H 0.111 5.225 -4.713
C 0.414 0.473 2.081
C -0.599 -0.063 3.133
C 0.024 0.303 4.440
C -0.853 0.316 5.695
C -2.100 1.213 5.421
C -2.895 0.769 4.195
N -1.956 0.626 3.028
O -2.457 0.548 1.716
C -4.099 1.722 3.880
C -3.451 -0.641 4.364
C -0.599 -1.676 2.934
H 1.467 0.665 2.285
H 0.033 1.475 1.881
H 0.339 -0.081 1.146
H 0.565 1.242 4.319
H 0.782 -0.453 4.645
H -0.271 0.794 6.483
H -1.003 -0.709 6.034
H -1.763 2.242 5.551
H -2.638 1.149 6.367
H -4.816 1.696 4.700
H -4.672 1.267 3.072
H -3.852 2.706 3.479
H -4.403 -0.490 4.873
H -2.814 -1.350 4.893
H -3.819 -1.138 3.467
H -0.982 -2.139 3.843
H 0.379 -1.999 2.579
H -1.363 -2.016 2.234


No. 9
DFT (ωB97M-V/def2-TZVPD) results for a single C6H14N2 molecule in a non-equilibrium geometry.

- Max |F|: 0.0720 Eh/bohr
- Relative energy (zero: lowest compared OMol25 entry of this formula, charge and spin): 2.8756 eV
- LUMO level: 1.01 eV
- Total charge: 0

Cartesian coordinates (Å):
C 0.579 -0.658 1.811
C 0.957 -0.494 0.524
C 1.752 -1.561 -0.187
N 0.566 0.591 -0.241
C 0.957 1.940 0.168
N -0.930 0.512 -0.712
C -2.011 0.659 0.248
C -1.182 -0.558 -1.664
H 0.064 0.127 2.350
H 0.874 -1.537 2.373
H 1.099 -2.273 -0.698
H 2.410 -1.117 -0.941
H 2.402 -2.118 0.496
H 0.459 2.241 1.095
H 2.042 1.990 0.314
H 0.692 2.658 -0.615
H -1.811 1.458 0.968
H -2.935 0.933 -0.279
H -2.220 -0.266 0.800
H -0.329 -0.711 -2.332
H -2.039 -0.297 -2.298
H -1.396 -1.517 -1.178


No. 10
DFT (ωB97M-V/def2-TZVPD) results for a single C4H6N2O2 molecule in a non-equilibrium geometry.

- Max |F|: 0.1060 Eh/bohr
- Relative energy (zero: lowest compared OMol25 entry of this formula, charge and spin): 7.4642 eV
- LUMO level: 0.00 eV
- Total charge: 0

Cartesian coordinates (Å):
H 0.797 -1.375 2.050
N 1.665 -0.959 1.267
C 0.923 -0.526 0.293
C 1.262 -0.317 -1.017
C 0.187 -0.157 -1.852
O -1.018 -0.435 -1.206
N -0.661 -0.515 0.333
O -1.196 0.498 0.994
C -0.711 1.778 0.895
H 2.270 -0.256 -1.316
H -0.147 0.339 -2.803
H -0.672 2.135 -0.202
H -1.674 2.520 1.355
H 0.142 1.786 1.501